Here is one molecule with the formula C4Cl5P in a non-equilibrium geometry from the OMol25 dataset. Energies are from wB97M-V/def2-TZVPD.

Each atom is followed by the atoms it is bonded to, with distances in Å.
CARTESIAN COORDINATES (ANGSTROEM)
1 C -0.73 0.14 -0.78  C2 1.500, C3 1.328, Cl6 1.676
2 C -0.56 0.66 0.62  C1 1.500, C4 1.347, Cl7 1.732
3 C 0.22 -0.61 -1.32  C1 1.328, P5 2.208, Cl8 1.705
4 C 0.59 0.28 1.20  C2 1.347, P5 1.866, Cl9 1.704
5 P 1.88 -0.54 0.13  C3 2.208, C4 1.866, Cl10 1.903
6 Cl -2.28 0.27 -1.39  C1 1.676
7 Cl -1.82 1.46 1.51  C2 1.732
8 Cl 0.44 -1.18 -2.91  C3 1.705
9 Cl 1.03 0.86 2.74  C4 1.704
10 Cl 1.76 -2.31 0.81  P5 1.903

As for the spin multiplicity: 3. As for the HOMO energy (alpha / beta): -6.32 / -9.60 eV. Its LUMO energy (alpha / beta) is 0.00428 / -0.11482 Ha.